No. 1
Molecular formula: C9H13Br2O3SSr
Method: DFT, ωB97M-V with the def2-TZVPD basis set

ORCA input file:
```
! RIJCOSX wB97M-V def2-TZVPD def2/J DEFGRID3
* xyz 1 1
Sr 0.485 0.451 0.368
C -3.542 1.837 1.112
C -2.105 2.118 1.453
C -1.340 2.999 0.680
C -0.043 3.344 1.052
C 0.519 2.810 2.208
C -0.213 1.893 2.962
C -1.506 1.543 2.579
H -4.146 1.778 2.016
H -3.650 0.885 0.590
H -3.950 2.618 0.474
H -1.779 3.449 -0.202
H 0.527 4.036 0.446
H 1.520 3.086 2.514
H 0.226 1.454 3.850
H -2.068 0.843 3.186
Br -2.140 -1.275 -0.466
C -1.006 -2.779 -0.066
Br -0.053 -2.534 1.593
H -0.280 -2.875 -0.865
H -1.635 -3.653 0.040
C 3.533 0.088 -2.924
S 2.281 0.112 -1.686
O 1.387 -1.042 -1.855
O 1.504 1.363 -1.791
O 2.911 0.062 -0.354
H 3.910 1.100 -3.039
H 3.083 -0.268 -3.847
H 4.318 -0.584 -2.588
*
```

Total energy = -167439.471 eV
Relative energy (zero: lowest compared OMol25 entry of this formula, charge and spin) = 1.26 kcal/mol
Gap between HOMO and LUMO = 0.3613 Ha

No. 2
Molecular formula: C9H13BrN2O2SZn
Method: DFT, ωB97M-V with the def2-TZVPD basis set

ORCA input file:
```
! RIJCOSX wB97M-V def2-TZVPD def2/J DEFGRID3
* xyz 0 1
Zn -0.816 -1.785 -1.476
O 1.309 0.896 -1.067
C 1.296 -0.299 -0.746
O 1.098 -1.271 -1.555
C 1.491 -0.662 0.705
C 2.720 -0.409 1.306
C 2.940 -0.742 2.631
C 1.914 -1.315 3.371
C 0.680 -1.547 2.788
C 0.451 -1.229 1.449
S -1.189 -1.496 0.800
H 3.504 0.049 0.716
H 3.904 -0.556 3.085
H 2.073 -1.582 4.408
H -0.124 -1.986 3.364
N -1.264 1.570 0.236
C -1.342 2.114 -1.156
C -2.123 1.185 -2.073
N -1.245 0.115 -2.558
H -0.467 1.965 0.737
H -1.153 0.496 0.297
H -2.111 1.762 0.768
H -0.311 2.179 -1.491
H -1.779 3.109 -1.108
H -2.542 1.789 -2.883
H -2.967 0.730 -1.547
H -0.306 0.456 -2.755
H -1.616 -0.312 -3.402
Br -2.023 -3.224 -2.845
*
```

Total energy = -145918.269 eV
Gap between HOMO and LUMO = 0.2952 Ha